[1]
Formula: C36H61Br2NO8
Source: OMol25
Level of theory: wB97M-V/def2-TZVPD

HOMO-LUMO gap (eV): 7.03
E_LUMO (eV): -0.92

Structure (XYZ):
```
108
Properties=species:S:1:pos:R:3:forces:R:3
C -7.353 -3.316 -4.149 0.471 0.308 -0.347
C -6.063 -2.665 -3.485 -1.094 -0.845 0.430
Br -4.513 -3.435 -4.503 -0.412 0.425 0.285
C -5.877 -3.173 -1.991 1.426 -0.723 -1.084
Br -7.206 -2.427 -0.746 0.305 -0.257 -0.564
C -4.397 -3.012 -1.541 0.653 0.292 0.522
C -3.691 -1.850 -1.482 -0.250 -0.789 -0.132
O -4.252 -0.633 -1.840 0.592 -0.656 0.904
C -4.896 0.037 -0.726 0.050 0.001 1.377
C -4.048 1.197 -0.101 0.102 0.902 -0.179
C -3.234 2.053 -1.140 0.336 0.182 0.894
O -5.014 2.071 0.544 0.004 -0.349 -0.147
C -2.186 -1.923 -1.041 -0.136 -0.684 -0.880
O -1.636 -1.050 -0.415 -0.309 -0.137 -0.375
C -1.429 -3.209 -1.514 -0.233 -0.603 -0.600
C 0.058 -3.198 -1.958 0.078 -0.773 0.931
C 1.029 -3.100 -0.695 0.213 0.209 -0.909
C 1.116 -4.437 0.131 -0.901 -0.332 -0.072
C 0.919 -4.282 1.691 0.322 0.179 -0.534
C 1.746 -3.114 2.374 -0.674 -0.637 0.952
C 3.141 -3.596 2.947 0.057 1.074 0.428
C 4.415 -3.128 2.130 0.155 -1.105 -0.331
C 4.172 -2.842 0.609 1.039 0.561 -0.389
C 5.534 -2.392 -0.112 -1.312 0.835 0.263
C 5.349 -0.950 -0.778 1.155 -0.907 -0.776
C 6.776 -0.269 -0.980 -0.201 0.162 1.194
C 6.921 1.001 -0.032 -0.489 -0.982 -0.348
N 6.848 2.284 -0.764 0.796 0.274 1.431
C 6.362 2.574 -2.022 0.157 2.429 -0.407
C 6.514 4.001 -2.243 0.823 -1.586 2.480
C 7.148 4.518 -1.006 -0.495 -1.814 0.023
C 7.328 3.414 -0.083 -0.932 2.117 -3.284
C -2.131 -4.370 -1.541 -0.783 0.832 0.408
C -3.621 -4.319 -1.128 -0.200 0.910 -0.613
O -4.222 -5.197 -0.558 0.517 0.096 -0.437
H -7.110 -3.517 -5.227 -0.427 0.244 1.048
H -8.240 -2.638 -4.116 0.747 -0.502 0.187
H -7.611 -4.296 -3.672 0.290 0.891 -0.314
H -6.040 -1.556 -3.577 0.213 -0.964 0.038
H -6.067 -4.281 -2.037 0.057 1.141 0.342
H -5.899 0.403 -1.059 0.967 -0.148 0.189
H -5.034 -0.735 0.083 -0.204 0.858 -0.800
H -3.392 0.809 0.732 -0.321 0.157 -1.155
H -3.167 3.095 -0.711 -0.005 -0.983 -0.425
H -3.728 2.155 -2.135 0.441 -0.373 0.762
H -2.175 1.689 -1.197 -1.078 0.205 -0.381
H -4.548 2.828 0.938 -0.082 -0.478 -0.257
H 0.311 -2.426 -2.725 -0.465 -0.339 0.786
H 0.255 -4.201 -2.435 -0.284 0.986 0.314
H 2.041 -2.863 -1.131 -0.979 -0.027 0.650
H 0.668 -2.223 -0.095 0.524 -0.849 -0.349
H 0.257 -5.081 -0.228 0.865 0.488 0.419
H 2.036 -5.044 -0.103 -0.745 0.884 0.183
H -0.180 -4.159 1.881 0.947 0.104 -0.135
H 1.212 -5.259 2.162 -0.310 0.893 -0.298
H 1.132 -2.803 3.270 0.593 -0.245 -0.892
H 1.814 -2.190 1.741 0.066 -1.015 0.484
H 3.132 -4.705 3.142 0.015 1.036 -0.496
H 3.238 -3.128 3.971 -0.047 -0.557 -0.955
H 4.945 -2.267 2.620 -0.720 -0.585 -0.489
H 5.153 -3.985 2.171 -0.570 0.919 -0.025
H 3.468 -1.979 0.438 0.405 -1.108 0.364
H 3.789 -3.749 0.081 0.066 0.719 0.615
H 5.773 -3.090 -0.950 0.214 0.368 0.939
H 6.335 -2.346 0.676 -0.515 -0.169 -0.967
H 4.941 -1.117 -1.817 -0.094 0.273 1.176
H 4.651 -0.315 -0.173 0.659 -0.465 -0.623
H 7.550 -1.008 -0.633 -0.666 0.680 -0.534
H 6.997 -0.018 -2.047 -0.203 -0.129 0.984
H 7.869 0.950 0.570 -0.749 0.290 -0.861
H 6.084 0.961 0.723 0.765 0.112 -0.735
H 5.923 1.831 -2.723 0.475 0.614 1.011
H 6.233 4.622 -3.115 0.219 -0.825 0.678
H 7.428 5.577 -0.839 -0.237 -0.993 -0.015
H 7.741 3.438 0.942 -0.391 -0.437 -0.955
H -1.716 -5.355 -1.852 -0.323 0.903 0.388
C 0.780 1.970 -0.427 -0.165 0.006 0.009
O 0.516 3.106 -1.232 0.260 -0.167 0.058
C 1.687 3.881 -1.473 -0.402 0.158 -0.296
C 2.226 3.642 -2.873 0.469 -0.049 0.292
O 2.745 2.322 -3.010 -0.308 -0.045 -0.081
C 1.864 1.464 -3.716 0.122 -0.003 0.047
H -0.106 1.334 -0.432 0.013 0.070 -0.001
H 1.624 1.392 -0.811 0.041 0.015 0.027
H 0.983 2.279 0.604 0.071 -0.086 0.021
H 2.454 3.676 -0.720 0.027 -0.054 -0.085
H 1.397 4.932 -1.382 0.057 0.013 -0.009
H 3.058 4.331 -3.052 -0.024 0.022 0.026
H 1.457 3.840 -3.626 -0.050 -0.050 0.076
H 1.843 1.738 -4.776 -0.111 -0.036 -0.026
H 0.851 1.499 -3.305 -0.005 0.030 -0.034
H 2.241 0.444 -3.627 0.076 0.064 0.017
C -3.819 4.383 6.886 -0.094 -0.061 0.073
O -5.121 4.248 6.340 0.278 0.112 -0.121
C -5.350 5.136 5.251 -0.374 -0.356 0.077
C -5.270 4.409 3.920 0.300 0.391 -0.083
O -3.938 3.985 3.641 -0.144 -0.211 0.083
C -3.754 2.595 3.869 0.097 -0.012 -0.067
H -3.657 3.562 7.584 -0.108 0.032 -0.021
H -3.050 4.338 6.111 -0.002 0.047 -0.008
H -3.737 5.329 7.432 0.106 0.005 -0.022
H -4.651 5.978 5.279 0.039 -0.068 -0.055
H -6.362 5.534 5.373 0.009 0.035 -0.047
H -5.555 5.104 3.122 -0.056 0.003 0.029
H -5.964 3.564 3.894 0.036 0.008 0.081
H -4.272 2.018 3.096 -0.047 -0.120 0.099
H -4.114 2.296 4.857 -0.039 0.013 -0.028
H -2.687 2.379 3.809 -0.020 0.111 -0.040
```
Positions in Å, forces in eV/Å.

These are the Mulliken partial charges, in e, on atoms 1 to 6: -1.07, 0.07, -0.14, -0.71, -0.10, 0.16



[2]
Formula: C26H18F23O22S
Source: OMol25
Level of theory: wB97M-V/def2-TZVPD

HOMO-LUMO gap (eV): 8.86
E_LUMO (eV): 2.19
Net charge: -1

Structure (XYZ):
```
90
Properties=species:S:1:pos:R:3:forces:R:3
O 0.902 -0.989 -0.004 -0.295 1.996 -1.653
S 1.654 0.207 -0.467 2.098 -3.403 6.946
O 2.928 -0.273 -1.055 -1.652 2.006 -0.656
O 1.854 1.103 0.791 -0.912 -1.097 -4.669
O 0.642 0.926 -1.616 1.324 0.739 0.292
C 1.096 2.136 -2.107 -0.539 -0.208 0.151
F 2.330 2.477 -1.696 -0.281 -0.234 -0.126
F 1.153 2.029 -3.453 -0.165 0.348 0.037
C 0.137 3.321 -1.619 1.088 -0.624 -0.760
F 0.903 4.437 -1.668 -0.637 0.058 0.260
F -0.188 3.003 -0.358 -0.241 0.642 -0.312
C -1.127 3.533 -2.511 -0.103 -0.224 -0.447
F -1.656 2.303 -2.726 -0.312 0.316 0.439
F -0.801 4.008 -3.732 0.460 0.034 0.551
C -2.187 4.544 -1.911 0.397 0.368 0.124
F -1.610 5.245 -0.901 0.005 -0.465 -0.036
F -2.488 5.478 -2.839 -0.476 -0.588 0.101
C -3.461 3.873 -1.297 0.239 0.909 0.298
F -4.060 4.832 -0.544 0.096 -0.200 -0.335
F -3.032 2.944 -0.433 -0.192 -0.340 -0.423
C -4.536 3.354 -2.323 -0.611 -0.056 -0.200
F -4.123 3.350 -3.602 0.652 -0.028 0.304
F -5.563 4.241 -2.282 0.025 -0.439 0.123
C -5.096 1.929 -2.023 -0.667 0.092 -0.310
F -5.752 1.968 -0.842 0.429 0.011 -0.042
F -4.137 0.993 -2.009 -0.012 0.463 0.194
C -6.155 1.421 -3.068 -0.011 -1.472 0.509
F -7.205 2.219 -3.199 0.335 0.407 -0.395
F -6.630 0.258 -2.565 0.051 0.176 0.158
F -5.607 1.092 -4.234 -0.131 0.827 0.000
C 0.051 0.597 -5.944 0.667 0.130 0.336
C -0.621 0.130 -7.203 -0.185 -0.528 0.112
O -1.986 0.410 -6.952 0.375 0.365 -0.111
C -1.999 1.478 -6.103 -0.373 0.413 0.445
O -2.948 2.151 -5.883 -0.135 -0.079 -0.088
O -0.784 1.683 -5.543 -0.130 -0.298 -0.445
F -0.474 -1.208 -7.379 -0.022 0.034 -0.152
H 0.054 -0.168 -5.164 -0.091 -0.098 -0.145
H 1.073 0.930 -6.112 -0.107 0.188 0.081
H -0.301 0.654 -8.107 -0.008 -0.165 -0.060
C -2.171 -0.863 2.293 0.224 -0.521 0.052
C -1.811 0.251 1.363 0.261 -0.112 -0.780
O -2.714 1.284 1.737 0.147 -0.140 0.741
C -2.974 1.091 3.057 -0.309 0.199 0.135
O -3.468 1.905 3.771 0.039 -0.096 -0.005
O -2.589 -0.148 3.464 0.012 0.421 -0.169
F -2.056 -0.089 0.075 -0.064 0.193 0.008
H -2.996 -1.470 1.923 0.017 0.168 -0.133
H -1.325 -1.514 2.508 0.014 0.159 0.142
H -0.782 0.607 1.460 0.000 -0.030 -0.228
C -0.415 -3.815 5.153 0.718 -0.262 0.236
C -1.630 -4.000 6.012 -0.003 0.513 0.149
O -2.664 -3.447 5.215 0.162 -0.471 -0.120
C -2.275 -3.621 3.921 -0.043 0.080 -0.518
O -2.999 -3.517 2.986 -0.109 -0.156 0.147
O -0.959 -3.927 3.835 -0.493 0.089 0.233
F -1.538 -3.285 7.166 -0.108 -0.083 0.061
H 0.039 -2.830 5.274 -0.237 0.046 0.075
H 0.357 -4.570 5.323 -0.542 0.292 -0.193
H -1.865 -5.041 6.246 -0.051 0.092 0.175
C 5.560 -0.735 -2.905 -0.891 0.022 0.090
C 6.696 0.108 -2.407 0.208 -0.325 0.429
O 7.739 -0.197 -3.322 -0.395 0.274 -0.229
C 7.129 -0.521 -4.496 0.050 -0.223 -0.515
O 7.684 -0.573 -5.546 0.013 -0.036 0.114
O 5.808 -0.767 -4.317 0.528 0.170 0.131
F 7.084 -0.265 -1.163 0.114 0.119 -0.040
H 5.590 -1.752 -2.508 0.174 0.094 0.100
H 4.586 -0.300 -2.684 -0.001 -0.064 -0.128
H 6.500 1.183 -2.421 0.073 -0.027 0.146
C 3.413 -3.692 2.698 -0.045 0.695 -0.512
C 3.691 -5.102 2.256 0.533 0.026 0.026
O 3.425 -5.859 3.432 -0.522 0.185 -0.113
C 2.489 -5.157 4.119 -0.147 0.280 0.236
O 1.826 -5.592 5.011 0.726 -0.564 -0.076
O 2.382 -3.889 3.667 0.074 -0.556 0.159
F 4.993 -5.268 1.914 -0.071 -0.152 -0.007
H 4.277 -3.226 3.175 0.052 -0.171 -0.039
H 3.073 -3.053 1.885 -0.216 0.042 0.196
H 3.052 -5.454 1.444 0.139 -0.070 -0.017
C 0.210 0.077 5.527 -0.725 -0.232 0.165
C 0.953 1.358 5.274 0.383 0.126 0.304
O 2.141 0.914 4.647 -0.590 -0.075 -0.138
C 1.820 -0.239 3.991 0.491 -0.332 -0.602
O 2.491 -0.740 3.156 -0.006 -0.192 0.369
O 0.622 -0.733 4.425 0.217 0.394 -0.006
F 1.279 1.979 6.439 0.007 0.090 -0.061
H 0.510 -0.400 6.464 0.153 0.187 0.009
H -0.871 0.211 5.530 0.034 -0.130 -0.216
H 0.433 2.061 4.618 0.053 0.092 0.122
```
Positions in Å, forces in eV/Å.

These are the Mulliken partial charges, in e, on atoms 1 to 6: -0.64, 1.03, -0.51, -0.64, -0.10, 0.29



[3]
Formula: C16H22AsBN2RuS
Source: OMol25
Level of theory: wB97M-V/def2-TZVPD

HOMO-LUMO gap (alpha / beta) (eV): 5.40 / 5.40
E_LUMO (alpha / beta) (eV): -9.31 / -9.31
Energy above the lowest of the compared OMol25 structures with the same formula, charge and spin (eV): 0.656
Net charge: +2

Structure (XYZ):
```
44
Properties=species:S:1:pos:R:3:forces:R:3
Ru 0.392 -0.587 0.580 -0.408 -0.078 -1.231
N 1.781 0.902 0.260 -0.173 -0.313 0.751
C 2.222 1.433 -1.034 -0.018 0.134 0.011
C 2.909 2.633 -0.972 0.045 0.034 0.071
C 3.432 3.203 -2.120 -0.002 -0.029 -0.023
C 3.263 2.558 -3.337 -0.002 -0.005 0.027
C 2.560 1.371 -3.394 0.030 0.003 -0.030
C 2.010 0.780 -2.249 -0.034 -0.026 -0.016
C 1.220 -0.451 -2.346 -0.082 -0.103 0.193
C 0.915 -1.073 -3.553 0.057 -0.051 -0.127
C 0.129 -2.220 -3.622 0.025 0.040 0.024
C -0.415 -2.832 -2.486 0.023 0.004 0.022
C -0.131 -2.256 -1.276 0.135 -0.048 -0.297
C 0.666 -1.088 -1.210 -0.911 -0.119 0.359
H 1.474 1.685 0.834 0.141 0.114 0.029
H 2.587 0.497 0.741 0.189 0.202 -0.040
H 3.057 3.119 -0.014 0.002 0.006 -0.013
H 3.978 4.134 -2.060 -0.010 0.001 0.003
H 3.678 2.980 -4.241 -0.004 0.002 0.004
H 2.449 0.893 -4.355 -0.022 0.007 0.005
H 1.287 -0.659 -4.477 -0.030 -0.046 -0.029
H -0.072 -2.653 -4.594 0.026 0.022 -0.008
H -1.018 -3.725 -2.561 0.007 0.001 -0.038
H -0.502 -2.699 -0.347 -0.028 -0.102 -0.020
B 2.823 -3.081 3.455 -0.042 -0.747 0.125
C 2.063 -2.302 2.410 0.141 -0.033 0.045
N 1.510 -1.655 1.596 0.534 -0.199 0.442
H 3.940 -3.222 3.002 0.063 0.428 0.124
H 2.704 -2.464 4.491 0.238 0.209 -0.152
H 2.354 -4.185 3.575 -0.278 0.140 -0.146
C -4.219 -0.976 2.094 -0.078 -0.046 0.053
As -3.350 0.723 2.025 -0.195 -0.648 -0.441
C -4.083 1.720 0.573 -0.002 0.105 -0.056
C -3.597 1.658 3.665 0.149 0.074 0.110
S -1.191 0.505 1.806 0.511 1.100 0.287
H -5.275 -0.811 2.308 -0.006 -0.022 -0.004
H -3.773 -1.582 2.879 0.008 0.006 0.016
H -4.112 -1.468 1.130 -0.004 -0.009 -0.012
H -5.141 1.872 0.791 -0.005 0.011 -0.024
H -3.975 1.151 -0.348 0.006 -0.014 -0.004
H -3.581 2.680 0.486 0.016 0.004 0.017
H -4.673 1.776 3.797 -0.001 0.005 0.014
H -3.116 2.632 3.612 -0.004 0.010 -0.018
H -3.179 1.080 4.486 -0.009 -0.026 -0.004
```
Positions in Å, forces in eV/Å.

These are the natural (NBO) partial charges, in e, on atoms 1 to 6: 0.90, -0.69, 0.12, -0.22, -0.14, -0.17



[4]
Formula: C7H12FN
Source: OMol25
Level of theory: wB97M-V/def2-TZVPD

HOMO-LUMO gap (eV): 10.40
E_LUMO (eV): 0.93
Energy above the lowest of the compared OMol25 structures with the same formula, charge and spin (eV): 1.258

Structure (XYZ):
```
21
Properties=species:S:1:pos:R:3:forces:R:3
C 1.970 -1.128 0.816 -0.118 0.270 -0.053
C 0.529 -0.904 -0.534 0.449 -0.059 0.435
C 1.369 0.142 0.144 0.216 0.488 0.129
C 2.322 0.901 -0.768 -0.199 -0.158 0.152
C 0.624 1.065 1.096 0.068 -0.107 -0.249
C -3.800 -0.156 -1.144 0.005 0.134 0.039
C -3.364 -0.528 0.039 0.061 -0.155 -0.026
N 1.027 -1.940 0.023 -0.412 -0.742 -0.315
F -3.008 0.368 0.975 0.022 0.110 0.078
H 3.010 -1.348 0.587 0.094 0.000 -0.019
H -0.267 -0.871 -1.261 -0.261 -0.045 -0.242
H 3.030 1.473 -0.172 0.115 0.111 0.025
H 1.769 1.588 -1.405 -0.005 0.115 -0.071
H 2.873 0.210 -1.400 0.112 -0.038 -0.115
H -0.145 0.519 1.633 -0.154 -0.056 0.165
H 0.150 1.884 0.559 -0.101 0.089 -0.063
H 1.316 1.490 1.815 0.140 0.133 0.167
H -4.076 -0.886 -1.881 -0.030 -0.234 -0.063
H 1.799 -1.223 1.888 0.008 0.007 0.054
H -3.898 0.886 -1.398 0.008 0.162 0.006
H -3.229 -1.543 0.389 -0.019 -0.025 -0.035
```
Positions in Å, forces in eV/Å.

These are the natural (NBO) partial charges, in e, on atoms 1 to 6: -0.24, 0.09, -0.11, -0.60, -0.60, -0.50



[5]
Formula: C3H4N2O4
Source: OMol25
Level of theory: wB97M-V/def2-TZVPD

HOMO-LUMO gap (eV): 9.91
E_LUMO (eV): -0.59
Energy above the lowest of the compared OMol25 structures with the same formula, charge and spin (eV): 4.846

Structure (XYZ):
```
13
Properties=species:S:1:pos:R:3:forces:R:3
O 1.533 -2.060 -0.655 0.051 0.492 0.417
N 1.516 -0.844 -0.807 -0.605 0.090 -0.231
O 2.057 -0.289 -1.754 -0.439 0.238 0.802
C 0.689 -0.070 0.164 1.458 1.167 -0.568
C 0.391 1.227 -0.061 0.080 -0.466 0.204
O -0.277 2.046 0.774 0.376 -0.014 -0.751
H 0.553 -0.478 1.136 -0.052 -0.914 0.296
H 0.688 1.657 -1.024 -0.250 0.252 0.529
H -0.702 1.679 1.573 0.490 -0.490 -0.735
N -1.411 -1.955 -0.833 -0.325 -1.597 -0.667
C -1.556 -0.955 -0.227 -1.766 0.225 0.074
O -2.087 -0.103 0.345 -0.426 1.719 1.351
H -0.671 -2.336 -1.331 1.408 -0.704 -0.721
```
Positions in Å, forces in eV/Å.

These are the natural (NBO) partial charges, in e, on atoms 1 to 6: -0.40, 0.52, -0.38, -0.30, 0.26, -0.64



[6]
Formula: C5H4O2
Source: OMol25
Level of theory: wB97M-V/def2-TZVPD

HOMO-LUMO gap (eV): 9.20
E_LUMO (eV): 0.11
Energy above the lowest of the compared OMol25 structures with the same formula, charge and spin (eV): 0.848

Structure (XYZ):
```
11
Properties=species:S:1:pos:R:3:forces:R:3
O 2.247 -1.237 -0.523 0.009 -0.350 0.385
C 1.228 -0.799 -0.068 0.303 -0.031 0.039
C 1.087 0.607 0.314 0.076 0.119 -0.587
C -0.057 1.170 -0.124 -0.054 0.037 0.071
C -1.251 0.346 -0.058 -0.002 -0.258 0.069
C -1.109 -0.979 0.070 -0.206 0.216 0.054
O 0.094 -1.582 -0.078 0.068 0.073 0.223
H 1.995 1.112 0.623 -0.030 0.090 -0.652
H -0.111 2.167 -0.565 -0.074 0.136 0.994
H -2.200 0.825 0.149 -0.045 -0.148 -0.413
H -1.884 -1.692 0.317 -0.045 0.115 -0.182
```
Positions in Å, forces in eV/Å.

These are the natural (NBO) partial charges, in e, on atoms 1 to 6: -0.56, 0.73, -0.30, -0.14, -0.35, 0.18